The following is a DFT calculation (ωB97M-V with the def2-TZVPD basis set) of a single C20H23N3O4 molecule.

Summary:
Structure (SMILES): C=CCN(CC=C)c1ccc(N2C(=O)[C@H]3CCCC[C@H]3C2=O)cc1[N+](=O)[O-]
Max |F| in eV/A: 1.4
Frontier orbital gap in eV: 7.839
2S+1: 1
Energy relative to the best compared isomer or geometry (same formula, charge and spin) in kcal/mol: 146.24
Highest occupied orbital energy in eV: -8.24

Last column: Löwdin charge in e.
Atoms and positions in Å:
C: 5.120 -0.759 -2.513  0.01
C: 3.856 -0.471 -2.268  -0.15
C: 3.154 0.747 -2.799  -0.17
N: 2.648 1.559 -1.703  -0.11
C: 3.652 2.415 -1.109  -0.18
C: 4.023 3.559 -2.020  -0.15
C: 3.319 3.964 -3.059  0.02
C: 1.583 1.122 -0.962  -0.15
C: 1.694 0.958 0.435  0.01
C: 0.682 0.444 1.204  0.02
C: -0.527 0.069 0.613  -0.16
N: -1.564 -0.493 1.391  0.11
C: -2.354 -1.558 0.960  -0.37
O: -2.158 -2.202 -0.032  0.14
C: -3.484 -1.689 1.962  -0.17
C: -4.037 -3.104 2.112  -0.14
C: -3.126 -3.990 2.952  -0.19
C: -2.852 -3.326 4.297  -0.19
C: -2.093 -2.025 4.074  -0.14
C: -2.906 -1.036 3.219  -0.16
C: -1.907 -0.043 2.661  -0.39
O: -1.434 0.917 3.205  0.13
C: -0.703 0.272 -0.738  0.09
C: 0.317 0.816 -1.522  -0.06
N: -0.061 1.184 -2.848  -0.34
O: -1.183 0.896 -3.225  0.07
O: 0.725 1.823 -3.529  0.05
H: 5.592 -1.643 -2.118  0.05
H: 5.732 -0.129 -3.138  0.06
H: 3.252 -1.110 -1.637  0.11
H: 3.838 1.362 -3.385  0.12
H: 2.338 0.441 -3.455  0.12
H: 4.559 1.846 -0.856  0.13
H: 3.257 2.854 -0.189  0.12
H: 4.933 4.067 -1.728  0.10
H: 3.633 4.804 -3.654  0.06
H: 2.409 3.472 -3.359  0.05
H: 2.632 1.186 0.914  0.11
H: 0.825 0.311 2.265  0.12
H: -4.285 -1.049 1.568  0.17
H: -4.160 -3.529 1.114  0.12
H: -5.020 -3.050 2.584  0.12
H: -3.602 -4.961 3.099  0.11
H: -2.184 -4.154 2.425  0.12
H: -2.256 -3.987 4.929  0.11
H: -3.795 -3.126 4.809  0.12
H: -1.847 -1.548 5.024  0.12
H: -1.153 -2.255 3.564  0.13
H: -3.660 -0.546 3.835  0.16
H: -1.638 0.033 -1.220  0.13